Entry 1:
ORCA calculation (the ωB97M-V functional and the def2-TZVPD basis) on the molecule C5H10N2 at a distorted geometry.

Last column: natural (NBO) charge in e.
Positions of all 17 atoms, in Å:
H 2.436 1.358 2.428  0.35
N 1.864 0.999 1.660  -0.69
C 0.632 0.894 2.027  0.28
N -0.493 0.620 1.273  -0.61
C -0.539 -0.064 0.080  0.16
C -1.771 0.131 -0.769  -0.65
C 0.538 -0.754 -0.378  -0.24
C 0.769 -1.154 -1.799  -0.65
H 0.350 1.258 3.031  0.14
H -1.376 1.002 1.598  0.40
H -1.532 0.726 -1.656  0.23
H -2.176 -0.834 -1.091  0.23
H -2.563 0.658 -0.226  0.21
H 1.313 -1.083 0.310  0.22
H 0.020 -1.867 -2.155  0.21
H 0.772 -0.267 -2.442  0.21
H 1.755 -1.622 -1.892  0.22

Calculated values
HOMO energy = -7.58 eV
SMILES string = [H]/N=C/N/C(C)=C/C
maximum force = 2.53 eV Å⁻¹
ΔE to the lowest compared entry with this formula, charge and spin = 24.50 kcal/mol

***

Entry 2:
ORCA calculation (the ωB97M-V functional and the def2-TZVPD basis) on the molecule C5H10N2 at a distorted geometry.

Last column: natural (NBO) charge in e.
Positions of all 17 atoms, in Å:
N -1.589 -1.122 -0.558  -0.82
C -0.927 -0.426 0.506  -0.08
C -0.964 1.103 0.245  -0.24
N 0.384 1.557 -0.207  -0.59
C 0.983 0.318 -0.501  -0.07
C 1.885 -0.788 -0.014  -0.36
C 0.543 -0.531 0.735  -0.29
H -0.968 -1.272 -1.382  0.35
H -1.733 -2.103 -0.051  0.36
H -1.539 -0.531 1.341  0.20
H -1.774 1.497 -0.446  0.21
H -1.203 1.670 1.239  0.19
H 0.231 1.961 -1.295  0.34
H 0.673 0.011 -1.451  0.15
H 2.823 -0.778 0.673  0.23
H 1.966 -1.668 -0.673  0.22
H 0.840 0.112 1.575  0.21

Calculated values
HOMO energy = -8.44 eV
SMILES string = N[C@@H]1CN[C@H]2C[C@H]12
maximum force = 4.99 eV Å⁻¹
ΔE to the lowest compared entry with this formula, charge and spin = 115.96 kcal/mol

***

Entry 3:
ORCA calculation (the ωB97M-V functional and the def2-TZVPD basis) on a structure of composition C5H10N2O at a distorted geometry.

Last column: natural (NBO) charge in e.
Positions of all 18 atoms, in Å:
C 0.450 -0.576 -0.099  0.06
C -0.913 -0.932 -0.746  -0.23
C -0.953 1.251 0.514  -0.24
C 0.387 0.933 -0.160  0.06
C 1.910 -0.304 -0.501  -0.07
H 1.122 -0.621 1.861  0.37
H -0.505 -1.008 1.664  0.37
H -0.924 -0.754 -1.796  0.19
H -1.235 -1.971 -0.515  0.21
H -2.519 0.410 -0.547  0.37
H -0.915 1.253 1.626  0.19
H -1.383 2.194 0.154  0.20
H 0.271 1.316 -1.212  0.16
H 2.635 -0.968 -0.052  0.20
H 2.066 -0.207 -1.589  0.18
N 0.436 -1.120 1.266  -0.84
N -1.727 0.084 -0.021  -0.65
O 1.798 1.020 0.152  -0.53

Calculated values
HOMO energy = -8.90 eV
maximum force = 1.64 eV Å⁻¹
ΔE to the lowest compared entry with this formula, charge and spin = 71.82 kcal/mol

***

Entry 4:
ORCA calculation (the ωB97M-V functional and the def2-TZVPD basis) on the molecule C5H10N2O at a distorted geometry.

Last column: natural (NBO) charge in e.
Positions of all 18 atoms, in Å:
C 0.146 -1.195 1.253  -0.63
C 0.171 -0.373 -0.038  0.12
C 0.399 -1.261 -1.261  -0.62
C 1.228 0.723 0.019  -0.62
N -1.263 0.201 -0.108  -0.45
N -1.467 1.549 -0.206  -0.40
C -1.710 2.544 0.410  0.82
O -1.899 3.655 0.713  -0.53
H -0.919 -1.207 1.557  0.24
H 0.721 -0.720 2.043  0.21
H 0.493 -2.215 1.095  0.21
H -0.346 -2.055 -1.301  0.21
H 0.342 -0.673 -2.175  0.21
H 1.383 -1.722 -1.214  0.22
H 1.047 1.388 0.862  0.22
H 2.212 0.270 0.135  0.22
H 1.218 1.316 -0.894  0.22
H -1.755 -0.225 -0.890  0.37

Calculated values
HOMO energy = -8.67 eV
SMILES string = CC(C)(C)NN=C=O
maximum force = 1.03 eV Å⁻¹
ΔE to the lowest compared entry with this formula, charge and spin = 45.21 kcal/mol

***

Entry 5:
ORCA calculation (the ωB97M-V functional and the def2-TZVPD basis) on the molecule C5H10N2O at a distorted geometry.

Last column: natural (NBO) charge in e.
Positions of all 18 atoms, in Å:
C 0.978 0.466 -1.862  -0.41
N 0.611 -0.482 -0.796  -0.49
C 1.309 -0.219 0.489  -0.20
C 0.271 0.516 1.370  -0.43
C -1.036 0.061 0.762  0.05
N -2.272 0.238 1.410  -0.81
C -0.811 -0.445 -0.453  0.36
O -1.345 -1.342 -1.284  -0.72
H 0.879 1.502 -1.525  0.19
H 2.007 0.279 -2.169  0.20
H 0.320 0.293 -2.712  0.21
H 2.221 0.360 0.330  0.20
H 1.583 -1.180 0.930  0.20
H 0.359 0.207 2.415  0.21
H 0.393 1.606 1.350  0.20
H -3.024 -0.201 0.895  0.38
H -2.268 -0.102 2.365  0.36
H -0.175 -1.558 -1.515  0.50

Calculated values
HOMO energy = -7.29 eV
SMILES string = CN1CCC(N)=C1O
maximum force = 3.05 eV Å⁻¹
ΔE to the lowest compared entry with this formula, charge and spin = 62.78 kcal/mol

***

Entry 6:
ORCA calculation (the ωB97M-V functional and the def2-TZVPD basis) on the molecule C5H10N2O at a distorted geometry.

Last column: natural (NBO) charge in e.
Positions of all 18 atoms, in Å:
C 0.483 1.569 -1.367  -0.63
C -0.099 0.881 -0.141  0.09
O 0.306 1.617 1.017  -0.73
C 0.562 -0.694 -0.040  -0.06
N 1.688 -0.766 0.865  -0.86
C -0.479 -1.672 0.358  -0.47
C -1.727 -1.307 0.505  0.46
N -2.842 -0.971 0.733  -0.66
H 1.554 1.369 -1.474  0.21
H 0.354 2.655 -1.305  0.22
H -0.025 1.214 -2.270  0.21
H -1.186 0.976 -0.208  0.18
H -0.135 1.182 1.770  0.47
H 0.884 -0.899 -1.063  0.18
H 1.841 0.130 1.332  0.38
H 2.544 -1.029 0.384  0.37
H -0.181 -2.682 0.622  0.25
H -3.544 -1.573 0.283  0.39

Calculated values
HOMO energy = -8.45 eV
SMILES string = C[C@H](O)[C@@H](N)C=C=N
maximum force = 3.69 eV Å⁻¹
ΔE to the lowest compared entry with this formula, charge and spin = 63.84 kcal/mol

***

Entry 7:
ORCA calculation (the ωB97M-V functional and the def2-TZVPD basis) on the molecule C5H10N2O at a distorted geometry.

Last column: natural (NBO) charge in e.
Positions of all 18 atoms, in Å:
N -0.345 1.156 1.841  -0.83
C -0.256 1.296 0.496  0.66
O -0.795 2.164 -0.143  -0.62
C 0.674 0.313 -0.210  -0.16
C 0.133 -0.195 -1.542  -0.42
C -0.408 -1.601 -1.265  -0.44
C 0.026 -1.925 0.154  -0.24
N 0.976 -0.850 0.646  -0.63
H -0.131 0.309 2.349  0.42
H -0.869 1.868 2.332  0.40
H 1.573 0.907 -0.396  0.23
H 0.948 -0.202 -2.269  0.20
H -0.488 0.533 -2.066  0.25
H -1.496 -1.620 -1.309  0.22
H 0.014 -2.254 -2.026  0.21
H -0.812 -1.843 0.847  0.18
H 0.480 -2.887 0.387  0.21
H 1.932 -1.156 0.521  0.36

Calculated values
HOMO energy = -9.16 eV
SMILES string = NC(=O)[C@@H]1CCCN1
maximum force = 2.01 eV Å⁻¹
ΔE to the lowest compared entry with this formula, charge and spin = 2.31 kcal/mol

***

Entry 8:
ORCA calculation (the ωB97M-V functional and the def2-TZVPD basis) on the molecule C5H10N2O at a distorted geometry.

Last column: natural (NBO) charge in e.
Positions of all 18 atoms, in Å:
O -1.186 -1.317 1.986  -0.69
C -0.614 -1.553 0.759  -0.06
C 0.161 -0.277 0.208  0.03
C -0.466 1.044 0.520  -0.25
N -0.410 1.793 -0.761  -0.62
C 0.497 1.158 -1.694  -0.24
C 0.680 -0.237 -1.173  -0.10
N 1.638 -0.367 -0.036  -0.59
H -0.474 -1.075 2.569  0.46
H -1.482 -1.737 0.130  0.18
H 0.019 -2.440 0.665  0.15
H -1.521 1.022 0.867  0.22
H 0.159 1.656 1.219  0.21
H -1.301 1.794 -1.245  0.35
H 1.421 1.689 -1.845  0.20
H 0.053 1.238 -2.701  0.20
H 0.548 -1.060 -1.824  0.20
H 1.929 -1.334 0.137  0.35

Calculated values
HOMO energy = -8.75 eV
SMILES string = OC[C@]12CNC[C@H]1N2
maximum force = 2.74 eV Å⁻¹
ΔE to the lowest compared entry with this formula, charge and spin = 57.28 kcal/mol

***

Entry 9:
ORCA calculation (the ωB97M-V functional and the def2-TZVPD basis) on a structure of composition C5H10N2O at a distorted geometry.

Last column: natural (NBO) charge in e.
Positions of all 18 atoms, in Å:
C -0.607 0.104 1.189  -0.46
C -1.337 1.371 1.574  -0.60
N 1.461 -0.754 -1.041  -0.45
C 0.603 0.367 0.211  0.49
C 0.116 0.278 -1.194  0.18
N 1.637 -2.119 -0.735  -0.64
C -1.046 0.223 -1.809  -0.43
O 1.457 1.222 0.531  -0.69
H 2.327 -0.207 -1.058  0.39
H 2.146 -2.611 -1.467  0.34
H 2.272 -2.278 0.049  0.35
H -0.097 -0.359 2.040  0.22
H -1.283 -0.660 0.803  0.21
H -1.949 0.635 -1.372  0.24
H -1.116 -0.324 -2.745  0.22
H -0.638 2.136 1.920  0.23
H -1.889 1.798 0.732  0.20
H -2.057 1.177 2.374  0.21

Calculated values
HOMO energy = -8.35 eV
maximum force = 5.37 eV Å⁻¹
ΔE to the lowest compared entry with this formula, charge and spin = 134.16 kcal/mol

***

Entry 10:
ORCA calculation (the ωB97M-V functional and the def2-TZVPD basis) on the molecule C5H10N2O at a distorted geometry.

Last column: natural (NBO) charge in e.
Positions of all 18 atoms, in Å:
C -1.640 -1.305 -0.063  -0.43
C 1.811 -1.018 0.304  -0.43
C 0.553 1.627 -0.886  -0.67
N -1.365 0.108 -0.187  -0.70
C -0.546 1.185 1.425  0.92
C 0.111 0.661 0.211  0.20
N 0.948 -0.066 0.971  -0.68
O -1.104 1.709 2.272  -0.40
H -1.874 0.602 -0.912  0.38
H -2.585 -1.554 0.429  0.19
H -1.637 -1.853 -1.014  0.18
H -0.849 -1.761 0.541  0.22
H 2.471 -0.562 -0.451  0.17
H 2.436 -1.516 1.048  0.20
H 1.251 -1.820 -0.202  0.16
H 0.709 1.056 -1.802  0.23
H 1.500 2.097 -0.620  0.23
H -0.190 2.409 -1.065  0.22

Calculated values
HOMO energy = -7.82 eV
maximum force = 2.10 eV Å⁻¹
ΔE to the lowest compared entry with this formula, charge and spin = 106.58 kcal/mol